1.
Formula: C4H10N2S2
Source: OMol25
Level of theory: the ωB97M-V functional and the def2-TZVPD basis

Energy relative to the best compared isomer or geometry (same formula, charge and spin) (eV): 4.249
Total charge: 0
LUMO level (spin up / spin down) (eV): 0.5 / 0.5
HOMO-LUMO gap (spin up / spin down) (eV): 8.0 / 8.0

Each line ends with the natural charge from an NBO analysis.
CARTESIAN COORDINATES (ANGSTROEM)
C (1.71886, -0.71402, 0.67789)  -0.2379
C (-0.81443, 1.65325, -0.69732)  -0.2177
C (2.40026, -1.52293, -0.42108)  -0.6889
C (-2.09711, -0.04819, 0.64835)  -0.4411
N (-0.42547, -0.68653, -0.87210)  -0.6184
N (-1.08432, 0.38156, -0.39645)  -0.0972
S (1.73591, 0.88328, 0.77884)  -0.0142
S (-1.47119, 3.05520, 0.05229)  0.0637
H (1.37305, -1.35506, 1.48486)  0.1851
H (-0.36799, 1.86334, -1.70560)  0.2298
H (1.53598, -1.95089, -0.92946)  0.2518
H (2.93375, -2.34217, -0.00157)  0.2133
H (3.16290, -0.98483, -1.07740)  0.2237
H (-2.61811, -1.07597, 0.52518)  0.2570
H (-1.51767, -0.14381, 1.59109)  0.2231
H (-2.82657, 0.80771, 0.84014)  0.2163
H (-0.17299, -0.37360, -1.81861)  0.3124
H (-1.46485, 2.55366, 1.32095)  0.1391

---

2.
Formula: CH9O4
Source: OMol25
Level of theory: the ωB97M-V functional and the def2-TZVPD basis

Energy relative to the best compared isomer or geometry (same formula, charge and spin) (eV): 0.940
Total charge: -1
LUMO level (eV): 4.2
HOMO-LUMO gap (eV): 8.6

Each line ends with the natural charge from an NBO analysis.
CARTESIAN COORDINATES (ANGSTROEM)
C (0.96438, 0.77051, -1.31855)  -0.2641
O (-0.11367, 0.23916, -0.48720)  -0.8678
H (1.93521, 0.86841, -0.75200)  0.1549
H (1.09106, 0.12888, -2.23068)  0.1537
H (0.71639, 1.80603, -1.66666)  0.1518
H (-1.19809, 0.03642, 1.90856)  0.4775
H (-0.46438, -1.14748, 1.71533)  0.4671
O (-1.31713, -0.92897, 1.99901)  -0.9551
H (-0.24374, -1.33742, -0.95557)  0.5189
H (-0.32517, -2.86300, -0.40094)  0.4504
O (-0.44058, -2.30599, -1.13923)  -1.0199
H (-0.14818, 1.09555, 0.24268)  0.4926
H (-0.60778, 1.81836, 1.84724)  0.4049
O (0.15167, 1.81953, 1.23800)  -1.1651

---

3.
Formula: C26H31Br2I2N3O5RuSe
Source: OMol25
Level of theory: the ωB97M-V functional and the def2-TZVPD basis

⟨S²⟩: 0.75
Energy relative to the best compared isomer or geometry (same formula, charge and spin) (eV): 0.000
Total charge: -1
2S+1: 2
LUMO level (spin up / spin down) (eV): 2.1 / 2.1
HOMO-LUMO gap (spin up / spin down) (eV): 6.9 / 6.7

Each line ends with the Löwdin spin population.
CARTESIAN COORDINATES (ANGSTROEM)
Ru (0.79076, -0.63577, 0.00885)  0.8195
I (-4.89932, -6.05094, 1.10654)  0.0000
C (-3.62388, -4.39697, 1.05645)  0.0000
C (-4.11943, -3.12822, 1.29786)  -0.0001
C (-3.26208, -2.04647, 1.22191)  -0.0002
I (-4.02386, -0.18450, 1.78281)  0.0000
C (-1.88894, -2.14716, 0.86613)  -0.0001
O (-1.16916, -1.07982, 0.69961)  -0.0040
C (-1.40719, -3.48285, 0.75680)  0.0004
C (0.06420, -3.78065, 0.70264)  0.0044
N (0.78822, -3.01854, -0.29280)  0.0727
C (0.33648, -3.20573, -1.65159)  0.0023
C (1.02440, -2.19600, -2.51142)  -0.0019
C (1.43999, -2.46197, -3.80485)  0.0000
C (2.08262, -1.47342, -4.52907)  -0.0011
C (2.31416, -0.25038, -3.92176)  0.0001
C (1.88180, -0.05179, -2.62480)  -0.0019
N (1.22424, -0.99795, -1.94676)  -0.0111
C (-2.27298, -4.56426, 0.81560)  0.0002
H (-5.15916, -2.97535, 1.55010)  0.0000
H (0.18221, -4.86083, 0.52898)  0.0026
H (0.52946, -3.54406, 1.66183)  -0.0001
H (1.79724, -3.16166, -0.19552)  0.0010
H (-0.74452, -3.02561, -1.67734)  -0.0001
H (0.50971, -4.21752, -2.04409)  0.0016
H (1.26481, -3.44516, -4.21943)  0.0001
H (2.41626, -1.66251, -5.54092)  -0.0001
H (2.83326, 0.54898, -4.43115)  0.0000
H (2.03079, 0.87299, -2.09222)  -0.0002
H (-1.86654, -5.56115, 0.69283)  0.0002
Br (0.50957, -0.32420, 4.55854)  0.0000
C (2.34859, 0.20663, 4.28672)  0.0001
Br (2.51895, 1.75259, 3.15864)  0.0001
H (2.86548, -0.60846, 3.80168)  0.0002
H (2.76158, 0.44711, 5.25723)  0.0000
O (1.83940, -1.58455, 1.71245)  0.0320
Se (3.33289, -1.34113, 0.99078)  0.0021
O (4.46099, -0.84388, 2.02044)  -0.0010
O (2.80337, -0.11462, -0.06093)  0.0081
O (3.72063, -2.65472, 0.11898)  0.0007
C (-1.50055, 2.93113, 3.60865)  -0.0004
C (-0.64199, 3.01677, 2.37591)  -0.0004
C (0.18751, 4.11006, 2.15663)  0.0061
C (1.01738, 4.17274, 1.04233)  0.0002
C (1.97434, 5.32125, 0.85365)  -0.0002
C (0.96801, 3.14089, 0.11425)  0.0076
C (0.10129, 2.05816, 0.27224)  0.0125
C (-0.66673, 1.99089, 1.43863)  0.0093
N (0.00626, 1.08200, -0.75059)  0.0335
C (-1.06970, 1.31824, -1.74413)  0.0032
C (-0.56571, 2.27677, -2.83889)  -0.0004
C (-1.53493, 0.01776, -2.40567)  0.0001
C (-2.31431, 1.97322, -1.12712)  0.0013
H (-1.44770, 3.85175, 4.19113)  0.0000
H (-1.17399, 2.10605, 4.24368)  -0.0001
H (-2.54455, 2.74867, 3.34633)  -0.0001
H (0.21617, 4.91220, 2.88766)  0.0004
H (1.77051, 6.12383, 1.56284)  0.0000
H (1.90714, 5.73218, -0.15534)  -0.0001
H (3.00545, 4.99444, 1.00595)  -0.0001
H (1.60028, 3.16815, -0.76684)  0.0003
H (-1.30994, 1.13306, 1.58350)  0.0003
H (0.31245, 1.87304, -3.34210)  0.0000
H (-0.30088, 3.24075, -2.40032)  0.0000
H (-1.34361, 2.44617, -3.58999)  -0.0003
H (-0.81083, -0.35879, -3.12864)  0.0000
H (-2.46378, 0.20249, -2.94944)  0.0001
H (-1.72620, -0.74158, -1.64665)  -0.0001
H (-2.07632, 2.93479, -0.67143)  0.0001
H (-2.75097, 1.33062, -0.36713)  0.0001
H (-3.05911, 2.14277, -1.90886)  0.0005

---

4.
Formula: C14H34Br4N2O6V
Source: OMol25
Level of theory: the ωB97M-V functional and the def2-TZVPD basis

Total charge: -1
LUMO level (eV): 1.7
HOMO-LUMO gap (eV): 3.1

Each line ends with the Löwdin charge.
CARTESIAN COORDINATES (ANGSTROEM)
O (-1.66332, -1.04448, -0.79422)  -0.3626
V (-0.22878, -0.47906, -0.31769)  0.8443
O (-0.29168, -0.30269, 1.25842)  -0.3906
O (0.54971, -5.67996, -0.83685)  -0.4758
C (0.59650, -4.95346, 0.40802)  -0.4193
C (1.14281, -3.39565, 0.35879)  -0.3348
O (0.80556, -2.52268, -0.71636)  -0.3425
H (1.17246, -5.62341, 1.04641)  0.0523
H (-0.40587, -4.94887, 0.83619)  0.0311
H (2.21873, -3.36436, 0.53061)  0.0661
H (0.61702, -2.93829, 1.19693)  0.0546
Br (-3.07182, -1.97102, 2.65796)  0.6458
C (-3.10134, -3.17145, 1.08417)  -0.6367
C (-3.96040, -4.41201, 1.42701)  -0.6491
Br (-4.03022, -5.72685, -0.10439)  0.5408
H (-2.10554, -3.54181, 0.84062)  0.0406
H (-3.41100, -2.59515, 0.21235)  0.0410
H (-4.97387, -4.14664, 1.72796)  0.0376
H (-3.43036, -4.88904, 2.25138)  0.0434
Br (-2.25425, 3.01896, 1.98807)  0.6821
C (-2.63125, 1.47255, 3.21911)  -0.6339
C (-1.75548, 1.60826, 4.46285)  -0.5912
Br (-2.07103, -0.07735, 5.59511)  0.5277
H (-2.25062, 0.58990, 2.70515)  -0.0424
H (-3.71606, 1.46085, 3.32470)  0.0578
H (-1.97562, 2.48205, 5.07615)  0.0487
H (-0.72702, 1.66944, 4.10703)  0.0540
C (3.11249, -0.23723, 1.26067)  -0.0551
C (2.69357, 1.07713, 0.62518)  -0.3741
C (3.97035, 1.88313, 0.16071)  -0.1437
O (3.61372, 3.07769, -0.62195)  -0.2245
C (4.75929, 3.85072, -1.00850)  -0.1134
N (1.81559, 0.69034, -0.48962)  0.0134
H (3.62077, -0.09798, 2.21481)  0.0825
H (3.74773, -0.82219, 0.59555)  0.0926
H (2.21690, -0.79394, 1.53650)  0.0641
H (2.11698, 1.71052, 1.29933)  0.1411
H (4.67260, 1.25238, -0.38436)  0.1204
H (4.48856, 2.34185, 1.00281)  0.1179
H (5.46200, 3.23723, -1.57234)  0.0814
H (5.21044, 4.37178, -0.16407)  0.0844
H (4.41946, 4.54087, -1.78071)  0.0813
H (1.73632, 1.50776, -1.07753)  0.0724
H (2.35696, 0.08804, -1.09315)  0.0993
C (-2.46924, 3.09775, -2.00155)  -0.0586
C (-1.84732, 1.69074, -1.88972)  -0.3662
C (-0.96249, 1.38768, -3.13575)  -0.2123
O (-0.38206, 0.12881, -2.98402)  -0.2200
C (0.30825, -0.32168, -4.15133)  -0.0598
N (-0.97352, 1.67832, -0.68572)  -0.0030
H (-1.75659, 3.91035, -2.14263)  0.0798
H (-2.94290, 3.32819, -1.04728)  0.0502
H (-3.19678, 3.08312, -2.81308)  0.0801
H (-2.63865, 0.95261, -1.75917)  0.1364
H (-0.16578, 2.11679, -3.28324)  0.1253
H (-1.63804, 1.57813, -3.96970)  0.1263
H (1.15807, 0.31322, -4.40197)  0.0835
H (-0.33832, -0.26760, -5.02718)  0.0868
H (0.58857, -1.35727, -3.95875)  0.1089
H (-0.32529, 2.42326, -0.89779)  0.0889
H (-1.47920, 2.06164, 0.10005)  -0.0754

---

5.
Formula: C4H6O7Y
Source: OMol25
Level of theory: the ωB97M-V functional and the def2-TZVPD basis

⟨S²⟩: 0.75
Total charge: 0
2S+1: 2
LUMO level (spin up / spin down) (eV): -3.9 / -4.3
HOMO-LUMO gap (spin up / spin down) (eV): 1.5 / 1.1

Each line ends with the Löwdin spin population.
CARTESIAN COORDINATES (ANGSTROEM)
O (7.19898, 3.12156, 6.42497)  0.0483
C (6.03447, 3.55836, 6.21450)  0.0164
O (5.47953, 4.35036, 7.02576)  0.0477
O (5.40826, 3.13318, 5.12843)  0.0032
O (2.66220, 3.97626, 3.03054)  0.0001
C (3.65476, 3.11248, 3.51051)  0.0001
C (4.10087, 3.64492, 4.85871)  0.0005
Y (7.52205, 4.36213, 8.52100)  0.8826
H (4.52453, 3.07061, 2.83020)  0.0000
H (3.27372, 2.08344, 3.62846)  0.0000
H (3.40749, 3.32275, 5.64653)  0.0003
H (4.13063, 4.74255, 4.84050)  0.0003
C (-1.01693, 2.40693, 3.77110)  0.0000
O (-0.70509, 1.22575, 3.99148)  0.0001
O (-1.02348, 3.27376, 4.84095)  0.0000
H (-1.51650, 2.85362, 5.55499)  0.0000
O (-1.33189, 2.94700, 2.68354)  0.0002
H (1.93005, 3.45547, 2.60046)  0.0000

---

6.
Formula: C5H8O2
Source: OMol25
Level of theory: the ωB97M-V functional and the def2-TZVPD basis

Energy relative to the best compared isomer or geometry (same formula, charge and spin) (eV): 2.543
Total charge: 0
LUMO level (eV): 0.9
HOMO-LUMO gap (eV): 10.2

Each line ends with the natural charge from an NBO analysis.
CARTESIAN COORDINATES (ANGSTROEM)
C (-1.32870, 1.22749, -0.33503)  -0.6103
C (-0.27508, 0.20923, -0.00526)  -0.1224
C (-0.05570, -0.45389, 1.34510)  -0.0558
O (1.38257, -0.48157, 1.15748)  -0.5318
C (1.23981, 0.24939, -0.06221)  0.0562
C (0.49023, -0.60768, -1.02140)  0.0676
O (0.58941, -1.99230, -0.95941)  -0.6977
H (-1.62499, 1.79079, 0.55667)  0.2147
H (-0.95958, 1.95101, -1.06969)  0.2188
H (-2.22550, 0.75661, -0.75318)  0.2186
H (-0.47342, -1.45693, 1.48882)  0.1839
H (-0.31165, 0.19453, 2.19063)  0.1834
H (1.96417, 1.02914, -0.28174)  0.2014
H (0.41274, -0.23936, -2.04287)  0.1936
H (1.17568, -2.17646, -0.20789)  0.4798

---

Which value of total charge does entry 2 give?
-1